[1]
DFT (ωB97M-V/def2-TZVPD) results for a single C4H8N2S molecule in a non-equilibrium geometry.

Structure (XYZ):
```
15
Properties=species:S:1:pos:R:3:forces:R:3:nbo_charge:R:1
S 2.469 -0.866 -0.459 -2.8 -1.4 0.2 -0.15
C 1.601 0.598 0.339 3.3 -3.0 0.4 -0.48
C 0.195 0.428 0.450 -5.5 0.9 -0.1 -0.10
C -0.822 0.591 -0.759 -1.6 2.2 -0.1 -0.45
C -1.802 -0.558 -0.692 1.9 1.0 0.2 0.03
N -1.380 -1.354 0.161 -0.2 -1.7 3.3 -0.22
N -0.337 -0.815 0.953 -0.4 -1.9 2.7 -0.50
H 1.234 -1.862 -0.345 2.8 2.4 -0.1 0.19
H 1.752 1.452 -0.190 0.7 2.3 -2.2 0.22
H 2.153 0.835 1.260 -0.6 -0.6 0.2 0.22
H -0.116 1.373 0.899 -0.1 -0.3 1.6 0.20
H -1.429 1.587 -0.699 1.5 -1.5 -0.4 0.21
H -0.329 0.470 -1.675 0.8 0.4 -1.7 0.23
H -2.654 -0.861 -1.258 -0.2 0.3 -0.8 0.21
H -0.536 -1.020 2.017 0.7 0.7 -3.1 0.40
```
Positions in Å, forces in eV/Å.

Values from the calculation:
DFT total energy (eV): -18089.797
M (g/mol): 116.2
Gap between HOMO and LUMO (eV): 9.44
Net charge: 0
Largest force on an atom (eV/Å): 5.60
HOMO energy (eV): -8.639
Spin multiplicity: 1
SMILES string: SC[C@H]1CC=NN1

=====

[2]
DFT (ωB97M-V/def2-TZVPD) results for a gas-phase ion, C7H13N2O3S (charge +1) in a non-equilibrium geometry.

Structure (XYZ):
```
26
Properties=species:S:1:pos:R:3:forces:R:3:nbo_charge:R:1
C -2.383 -1.125 -0.018 -2.8 2.7 -0.4 -0.55
C -1.222 -1.708 0.017 -0.3 -2.1 -0.3 0.36
C -0.246 0.355 -0.055 -3.2 0.3 3.3 0.87
C -1.021 -3.160 -0.150 1.8 -2.7 0.4 -0.68
C 0.863 2.472 -0.014 0.9 -0.2 -2.2 -0.41
C 1.864 0.430 -0.984 3.2 1.8 -3.2 -0.47
C 1.610 0.532 1.374 -1.2 0.9 1.8 -0.41
N -1.341 1.147 1.179 0.3 -1.3 -1.9 -0.90
N 1.068 1.001 0.123 -1.1 -0.2 -1.5 -0.27
O -3.556 1.365 -0.260 -2.0 1.0 -0.4 -0.76
O -1.002 0.663 -1.077 0.2 0.6 -1.3 -0.72
O -0.115 -1.045 0.206 2.3 2.8 0.0 -0.52
S -2.400 0.723 0.136 4.8 -3.4 0.9 2.13
H -3.294 -1.545 -0.391 -0.3 -0.3 0.3 0.27
H -1.782 -3.605 -0.804 0.0 0.2 0.5 0.26
H -1.015 -3.697 0.886 -0.2 1.0 -1.8 0.27
H 0.002 -3.483 -0.652 -1.9 1.2 1.1 0.25
H 1.783 3.028 0.040 0.6 -0.3 0.1 0.24
H 0.476 2.504 -1.025 0.0 0.7 -0.2 0.24
H 0.150 2.910 0.611 -1.0 -0.1 1.4 0.27
H 2.970 0.788 -0.984 -1.9 -0.6 0.8 0.26
H 1.852 -0.637 -0.984 -0.1 -0.6 0.4 0.25
H 1.602 0.769 -2.051 -0.6 -0.3 1.9 0.27
H 2.607 0.838 1.392 1.6 0.5 0.4 0.23
H 0.986 1.006 2.185 0.8 -0.9 -0.6 0.26
H 1.546 -0.525 1.301 0.1 -0.8 0.8 0.25
```
Positions in Å, forces in eV/Å.

Values from the calculation:
DFT total energy (eV): -27415.146
M (g/mol): 205.3
Gap between HOMO and LUMO (eV): 9.67
Net charge: +1
Largest force on an atom (eV/Å): 5.99
HOMO energy (eV): -13.650
Spin multiplicity: 1

=====

[3]
DFT (ωB97M-V/def2-TZVPD) results for a gas-phase ion, C11H9N2S (charge +1) in a non-equilibrium geometry.

Structure (XYZ):
```
23
Properties=species:S:1:pos:R:3:forces:R:3:nbo_charge:R:1
C -0.539 1.894 -1.006 -4.5 0.1 2.5 0.69
N -1.541 1.787 -0.375 3.6 1.2 -3.8 -0.26
C -2.426 0.801 0.103 -0.9 -1.7 -0.2 -0.28
C -1.751 -0.517 -0.060 -0.6 -1.4 -0.7 -0.20
S -2.822 -1.912 -0.369 2.2 0.7 0.4 0.44
C -1.418 -2.969 -0.443 -1.0 1.3 0.3 -0.33
C -0.234 -2.290 -0.294 -2.3 -1.4 -0.6 -0.27
C -0.438 -0.864 -0.119 0.9 -2.1 -0.2 0.08
N 0.762 -0.160 0.174 0.1 0.4 -0.5 -0.35
C 1.511 -0.553 1.228 1.5 1.3 1.6 0.00
C 2.425 0.456 1.551 -1.7 -2.3 -0.3 -0.27
C 2.264 1.454 0.639 -1.7 -0.9 -2.3 -0.21
C 1.306 1.031 -0.307 0.7 0.8 1.0 0.09
C 0.780 1.817 -1.539 0.3 1.5 3.6 -0.54
H -3.406 0.658 -0.426 0.8 1.3 0.4 0.27
H -2.563 0.990 1.132 -0.6 0.4 1.2 0.26
H -1.694 -4.013 -0.536 0.7 0.0 -0.1 0.26
H 0.620 -2.949 -0.361 0.7 0.9 0.2 0.26
H 1.456 -1.427 1.858 -0.8 -0.3 -0.6 0.24
H 3.034 0.321 2.387 1.1 0.3 0.9 0.24
H 2.759 2.345 0.571 1.3 2.0 -0.2 0.23
H 0.731 1.190 -2.386 0.5 0.1 -1.7 0.30
H 1.184 2.911 -1.421 -0.2 -2.2 -1.2 0.34
```
Positions in Å, forces in eV/Å.

Values from the calculation:
DFT total energy (eV): -25358.042
M (g/mol): 201.3
Gap between HOMO and LUMO (eV): 7.62
Net charge: +1
Largest force on an atom (eV/Å): 5.39
HOMO energy (eV): -12.160
Spin multiplicity: 1
SMILES string: C1#[N+]Cc2sccc2-n2cccc2C1

=====

[4]
DFT (ωB97M-V/def2-TZVPD) results for 3 unconnected molecules or ions with the total composition H7NO2 in a non-equilibrium geometry.

Structure (XYZ):
```
10
Properties=species:S:1:pos:R:3:forces:R:3:nbo_charge:R:1
N -0.167 1.482 0.102 1.7 0.0 1.2 -1.10
H 0.079 1.067 1.015 0.2 0.8 -0.4 0.36
H -0.118 2.512 0.138 -0.5 -1.0 0.1 0.38
H -1.061 1.089 -0.005 -1.5 0.2 -0.7 0.37
O -1.844 -2.744 0.359 -1.4 -1.0 -1.8 -0.95
H -2.511 -3.514 0.340 1.6 1.9 -0.1 0.48
H -1.790 -2.411 -0.591 -0.2 -0.8 1.9 0.47
O 2.794 0.967 -0.222 0.7 -1.3 -2.5 -0.96
H 1.872 1.026 0.009 -0.8 0.1 0.0 0.48
H 2.745 0.527 -1.145 0.2 1.1 2.3 0.46
```
Positions in Å, forces in eV/Å.

Values from the calculation:
DFT total energy (eV): -5698.376
M (g/mol): 53.1
Gap between HOMO and LUMO (eV): 11.18
Net charge: 0
Largest force on an atom (eV/Å): 2.89
HOMO energy (eV): -10.574
Spin multiplicity: 1
SMILES string: N.O.O

=====

[5]
DFT (ωB97M-V/def2-TZVPD) results for a single C21H18N2O5S molecule.

Structure (XYZ):
```
47
Properties=species:S:1:pos:R:3:forces:R:3:nbo_charge:R:1
O -1.967 -1.979 -1.711 0.0 -0.1 -0.2 -0.59
C -2.308 -1.496 -0.658 -0.3 0.0 0.4 0.66
N -1.609 -0.597 0.079 -0.1 0.2 0.5 -0.60
C -0.379 -0.005 -0.197 0.3 0.0 -0.3 0.17
C 0.299 -0.212 -1.397 -0.1 -0.1 0.0 -0.20
C 1.518 0.406 -1.607 0.1 0.1 0.0 -0.18
C 2.058 1.215 -0.628 0.6 0.2 -0.3 -0.36
S 3.643 2.000 -0.871 0.1 0.0 0.5 2.33
O 4.155 1.655 -2.161 -0.2 -0.3 0.1 -0.92
O 3.554 3.381 -0.502 -0.1 -0.1 0.2 -0.94
N 4.566 1.323 0.349 -0.4 0.8 -0.4 -0.86
C 5.071 0.032 0.406 0.0 -0.7 -0.2 0.15
C 4.687 -0.921 -0.532 0.1 0.0 0.0 -0.22
C 5.176 -2.212 -0.443 0.0 0.0 0.1 -0.20
C 6.043 -2.571 0.575 0.0 -0.1 0.0 -0.24
C 6.428 -1.622 1.507 0.0 0.0 0.0 -0.18
C 5.948 -0.328 1.427 -0.1 0.2 -0.1 -0.26
C 1.391 1.439 0.561 -0.2 0.0 0.1 -0.16
C 0.170 0.832 0.778 0.1 0.0 -0.1 -0.23
C -3.640 -1.904 0.008 -0.1 -0.3 -0.6 -0.02
C -4.755 -1.892 -1.045 0.1 -0.5 0.3 -0.09
O -4.982 -0.586 -1.518 0.1 0.4 0.0 -0.49
C -5.040 0.358 -0.530 0.0 0.0 0.1 0.28
C -5.575 1.605 -0.832 0.1 -0.2 0.0 -0.25
C -5.666 2.579 0.143 0.0 0.0 0.0 -0.21
C -5.234 2.316 1.434 0.0 0.0 0.1 -0.22
C -4.683 1.087 1.740 0.0 -0.2 -0.1 -0.24
C -4.575 0.108 0.762 0.0 0.1 -0.1 0.19
O -3.981 -1.092 1.109 -0.1 0.2 0.2 -0.50
H -2.027 -0.339 0.967 0.0 -0.1 -0.3 0.42
H -0.132 -0.851 -2.150 0.0 0.0 0.0 0.25
H 2.058 0.274 -2.532 0.0 -0.1 -0.1 0.24
H 4.934 1.993 1.003 -0.1 0.2 -0.1 0.42
H 4.031 -0.638 -1.337 0.0 -0.1 -0.1 0.22
H 4.876 -2.943 -1.179 0.0 -0.1 -0.1 0.21
H 6.420 -3.580 0.640 0.0 -0.1 0.0 0.21
H 7.108 -1.888 2.303 0.0 0.0 0.1 0.21
H 6.251 0.412 2.153 0.0 0.1 0.1 0.21
H 1.830 2.095 1.296 0.0 0.1 0.2 0.24
H -0.365 1.002 1.701 0.0 0.0 0.1 0.21
H -3.516 -2.920 0.402 0.0 0.1 -0.1 0.23
H -5.674 -2.297 -0.599 0.1 0.0 0.0 0.19
H -4.460 -2.490 -1.908 0.0 0.0 0.2 0.23
H -5.914 1.780 -1.840 -0.1 0.0 -0.1 0.23
H -6.084 3.542 -0.103 0.0 0.1 0.0 0.22
H -5.318 3.070 2.200 0.0 0.1 0.1 0.22
H -4.331 0.861 2.735 0.0 0.0 0.1 0.22
```
Positions in Å, forces in eV/Å.

Values from the calculation:
DFT total energy (eV): -46122.041
M (g/mol): 410.5
Gap between HOMO and LUMO (eV): 8.92
Net charge: 0
Largest force on an atom (eV/Å): 0.96
HOMO energy (eV): -8.527
Spin multiplicity: 1
SMILES string: O=C(Nc1ccc(S(=O)(=O)Nc2ccccc2)cc1)[C@@H]1COc2ccccc2O1

=====

[6]
DFT (ωB97M-V/def2-TZVPD) results for 8 unconnected molecules or ions with the total composition C18H38Cl14O2 in a non-equilibrium geometry.

Structure (XYZ):
```
72
Properties=species:S:1:pos:R:3:forces:R:3:mulliken_charge:R:1
C -11.751 -6.121 3.593 0.0 -0.8 0.9 -0.78
O -10.497 -6.255 2.924 -1.5 0.8 0.2 -0.30
C -9.826 -5.007 2.939 0.0 0.3 0.1 -0.40
C -8.876 -5.089 1.803 2.1 0.2 -1.7 -0.43
O -7.810 -4.122 1.774 -0.9 -0.5 1.5 -0.33
C -7.436 -3.642 0.511 0.6 -0.4 0.6 -0.72
H -11.647 -5.808 4.632 0.5 0.6 0.1 0.31
H -12.206 -7.095 3.769 0.1 -0.2 -0.8 0.28
H -12.474 -5.448 3.132 0.2 0.0 -0.4 0.31
H -9.467 -4.826 3.952 0.7 0.1 -0.1 0.36
H -10.402 -4.129 2.649 -1.0 -0.1 0.5 0.25
H -9.423 -4.902 0.879 -0.5 -0.4 0.0 0.28
H -8.429 -6.081 1.731 0.0 -0.2 0.1 0.30
H -8.184 -2.959 0.109 0.1 0.2 -0.2 0.31
H -7.215 -4.444 -0.193 -0.2 -0.2 -0.2 0.32
H -6.474 -3.190 0.755 -0.1 0.6 -0.6 0.24
Cl -2.461 -8.222 3.981 0.1 0.0 0.6 -0.17
C -2.614 -6.520 3.494 -0.1 -0.1 -1.7 -0.42
C -1.267 -5.882 3.227 -0.3 0.9 0.7 -0.40
Cl -0.509 -5.655 4.822 0.9 -0.4 0.5 -0.19
H -3.216 -5.895 4.154 0.2 -0.5 0.3 0.35
H -3.157 -6.663 2.560 0.0 0.6 -0.1 0.26
H -1.333 -4.821 2.987 -0.6 -0.3 -0.8 0.24
H -0.632 -6.377 2.492 0.0 -0.2 0.4 0.34
Cl 3.348 1.830 0.116 -0.4 -0.3 -1.1 -0.23
C 2.332 0.956 -1.166 0.4 0.8 1.1 -0.37
C 1.497 -0.087 -0.428 -0.3 -0.7 -1.4 -0.37
Cl 1.997 -1.760 -1.056 -0.4 0.9 0.8 -0.23
H 2.983 0.589 -1.959 0.1 -0.3 0.5 0.33
H 1.698 1.697 -1.654 0.0 0.2 0.4 0.26
H 0.461 0.059 -0.733 0.0 -0.4 -0.1 0.25
H 1.488 -0.041 0.661 0.6 -0.2 -0.3 0.36
Cl 9.795 4.380 2.171 0.1 0.5 0.5 -0.18
C 10.169 2.994 1.165 0.7 -1.1 0.2 -0.38
C 10.517 1.699 1.984 -0.3 0.6 0.2 -0.45
Cl 12.150 1.674 2.835 -0.8 0.2 -1.0 -0.19
H 10.990 3.245 0.493 0.1 0.0 0.2 0.31
H 9.291 2.886 0.528 0.0 -0.6 0.2 0.28
H 10.418 0.827 1.338 0.5 0.1 0.0 0.31
H 9.848 1.533 2.828 -0.2 0.3 -0.3 0.30
Cl -4.546 0.556 3.620 -0.3 -0.2 0.3 -0.19
C -5.391 0.926 5.186 0.3 -0.1 -0.6 -0.42
C -6.890 1.082 4.974 0.4 -0.1 -0.3 -0.37
Cl -7.328 2.400 3.890 0.0 0.7 -0.4 -0.18
H -4.808 1.783 5.527 -0.7 0.1 0.4 0.32
H -5.233 0.061 5.830 0.1 0.1 0.0 0.28
H -7.435 1.298 5.893 0.2 -0.4 0.1 0.31
H -7.237 0.190 4.453 -0.2 -0.1 0.5 0.25
Cl 5.748 -2.359 -8.283 1.0 -0.2 0.7 -0.19
C 4.041 -2.098 -8.505 -0.7 0.9 -1.8 -0.41
C 3.177 -2.304 -7.311 -0.4 -0.6 0.9 -0.33
Cl 1.481 -2.792 -7.738 0.6 0.0 -0.1 -0.20
H 3.789 -2.770 -9.326 -0.4 0.1 0.2 0.30
H 3.954 -1.073 -8.863 -0.2 -0.1 -0.2 0.29
H 3.007 -1.422 -6.694 0.5 -0.1 -0.1 0.26
H 3.661 -3.102 -6.748 -0.6 0.0 0.4 0.28
Cl 7.493 6.390 -5.515 -0.1 0.4 -0.2 -0.17
C 6.668 5.220 -6.586 0.3 0.1 0.0 -0.39
C 7.580 4.019 -6.750 -0.3 -0.5 0.7 -0.44
Cl 7.683 3.161 -5.145 0.0 0.0 -0.6 -0.18
H 6.447 5.665 -7.556 0.3 0.2 0.1 0.29
H 5.712 5.028 -6.100 0.2 -0.5 -0.1 0.30
H 8.606 4.277 -7.013 -0.2 0.2 0.0 0.31
H 7.205 3.299 -7.478 -0.1 0.1 0.1 0.29
Cl 2.152 8.732 0.013 0.5 0.0 -0.1 -0.19
C 3.596 9.155 0.976 0.7 1.0 0.3 -0.36
C 4.140 10.540 0.607 -0.7 1.1 -0.7 -0.50
Cl 5.423 11.135 1.674 0.3 -0.3 0.5 -0.19
H 4.429 8.459 0.881 -0.5 -0.4 -0.2 0.31
H 3.264 9.198 2.013 0.1 -0.1 -0.1 0.28
H 3.377 11.317 0.659 -0.3 -0.3 0.2 0.31
H 4.555 10.703 -0.388 -0.1 -0.9 -0.1 0.34
```
Positions in Å, forces in eV/Å.

Values from the calculation:
DFT total energy (eV): -198689.320
M (g/mol): 782.8
Gap between HOMO and LUMO (eV): 10.08
Net charge: 0
Largest force on an atom (eV/Å): 2.69
HOMO energy (eV): -9.869
Spin multiplicity: 1
SMILES string: COCCOC.ClCCCl.ClCCCl.ClCCCl.ClCCCl.ClCCCl.ClCCCl.ClCCCl

=====

[7]
DFT (ωB97M-V/def2-TZVPD) results for 2 unconnected molecules or ions with the total composition CBr2F2N2O2 in a non-equilibrium geometry.

Structure (XYZ):
```
9
Properties=species:S:1:pos:R:3:forces:R:3:nbo_charge:R:1
C -0.548 -0.249 0.008 0.2 0.2 0.4 0.07
N -0.628 0.752 -0.943 -0.1 0.9 0.3 0.28
N -0.166 0.187 1.410 0.1 -1.7 0.1 0.47
O 0.277 1.305 1.603 -0.7 -1.1 -0.4 -0.32
O -0.274 -0.752 2.228 0.3 2.2 -1.1 -0.36
F 0.626 1.269 -1.315 -0.1 -0.4 0.1 -0.21
F -1.200 0.415 -2.143 0.3 -0.5 0.9 -0.17
Br -1.141 -1.971 -0.209 0.1 0.4 -0.2 0.25
Br 3.055 -0.956 -0.640 -0.1 0.0 0.0 -0.01
```
Positions in Å, forces in eV/Å.

Values from the calculation:
DFT total energy (eV): -153621.960
M (g/mol): 269.8
Gap between HOMO and LUMO (alpha / beta) (eV): 8.78 / 5.95
Net charge: 0
Largest force on an atom (eV/Å): 2.45
HOMO energy (alpha / beta) (eV): -11.408 / -9.778
Spin multiplicity: 1

=====

[8]
DFT (ωB97M-V/def2-TZVPD) results for a molecular structure, C23H20Cl7N4NaO3 in a non-equilibrium geometry.

Structure (XYZ):
```
58
Properties=species:S:1:pos:R:3:forces:R:3:nbo_charge:R:1
Na -0.140 -0.950 0.425 0.1 0.1 0.0 0.93
Cl 0.840 6.346 2.673 0.0 0.2 0.0 -0.07
C 0.611 4.628 2.428 0.0 -0.2 0.0 -0.11
C 1.244 3.994 1.366 -0.1 -0.1 0.1 -0.25
C 1.058 2.639 1.185 -0.1 0.0 0.1 -0.14
Cl 1.853 1.849 -0.137 0.1 0.0 -0.1 0.00
C 0.242 1.808 2.029 -0.1 -0.2 -0.1 0.43
O 0.072 0.570 1.848 0.2 0.9 0.6 -0.81
C -0.358 2.554 3.095 0.1 0.1 -0.1 -0.16
Cl -1.376 1.669 4.199 -0.1 0.0 0.1 -0.05
C -0.195 3.912 3.299 0.1 -0.1 -0.2 -0.25
H 1.877 4.549 0.686 0.0 0.0 0.0 0.22
H -0.691 4.400 4.127 0.0 0.0 0.0 0.22
Cl -0.701 -5.781 -4.567 0.0 0.0 0.0 -0.04
C -0.779 -4.952 -3.037 0.0 0.0 0.2 -0.13
C -1.166 -5.627 -1.898 0.1 0.2 0.0 -0.11
Cl -1.576 -7.319 -1.981 0.0 0.0 0.1 -0.04
C -1.231 -4.932 -0.674 0.0 0.0 -0.2 -0.18
Cl -1.715 -5.774 0.778 0.0 0.0 0.0 -0.06
C -0.934 -3.563 -0.539 -0.1 0.0 0.3 0.29
O -1.031 -2.927 0.573 0.0 -0.4 -0.2 -0.84
C -0.501 -2.855 -1.747 0.0 0.1 -0.2 0.35
O -0.176 -1.600 -1.660 -0.1 -0.3 -0.3 -0.88
C -0.453 -3.581 -2.942 0.0 -0.1 0.1 -0.19
Cl 0.062 -2.720 -4.371 0.0 0.0 0.0 -0.05
N 2.332 -2.297 2.156 -0.9 0.0 0.5 -0.43
C 1.378 -2.242 2.825 0.7 0.0 -0.2 0.45
N 0.328 -2.114 3.641 -0.2 -0.3 -0.2 -0.47
C 0.557 -1.448 4.924 0.1 -0.1 -0.1 -0.20
C 1.018 -2.452 5.980 -0.1 0.0 -0.1 -0.42
C 0.016 -3.610 6.087 0.0 0.0 0.0 -0.40
C -0.229 -4.261 4.719 0.0 0.1 0.0 -0.42
C -0.660 -3.214 3.694 0.2 0.1 0.0 -0.23
H -0.384 -0.982 5.225 0.0 0.0 0.0 0.20
H 1.280 -0.647 4.776 0.0 0.0 0.0 0.22
H 1.134 -1.950 6.945 0.0 0.0 0.0 0.20
H 2.000 -2.840 5.692 0.0 0.0 0.0 0.20
H -0.936 -3.221 6.473 0.0 0.0 0.0 0.19
H 0.373 -4.352 6.809 0.0 0.0 0.0 0.19
H -0.995 -5.041 4.790 0.0 0.1 0.0 0.21
H 0.689 -4.744 4.365 0.0 0.0 0.0 0.20
H -1.618 -2.771 3.989 0.1 0.1 0.0 0.19
H -0.787 -3.620 2.690 0.0 0.1 0.0 0.29
C -2.666 0.123 -4.354 0.1 -0.1 0.1 -0.64
C -2.471 0.969 -3.135 0.0 0.0 0.0 0.15
C -3.049 2.164 -2.745 -0.1 0.1 -0.1 -0.39
C -2.487 2.445 -1.482 0.0 0.1 0.0 0.12
N -1.634 1.498 -1.128 0.0 -0.2 -0.1 -0.28
N -1.635 0.615 -2.145 0.0 -0.1 0.0 -0.34
C -2.706 3.629 -0.592 0.0 0.0 0.0 -0.63
H -3.282 0.648 -5.085 0.0 0.0 0.0 0.20
H -3.156 -0.822 -4.103 0.0 0.1 0.0 0.23
H -1.707 -0.129 -4.814 -0.1 0.0 0.0 0.23
H -3.774 2.749 -3.296 0.1 -0.1 0.1 0.20
H -1.071 -0.265 -2.069 0.0 0.1 0.0 0.46
H -3.736 3.987 -0.653 0.0 0.0 0.0 0.19
H -2.043 4.455 -0.864 0.0 0.0 0.0 0.21
H -2.485 3.358 0.443 0.0 0.0 -0.1 0.24
```
Positions in Å, forces in eV/Å.

Values from the calculation:
DFT total energy (eV): -128356.798
M (g/mol): 671.6
Gap between HOMO and LUMO (eV): 5.10
Net charge: -2
Largest force on an atom (eV/Å): 1.05
HOMO energy (eV): -1.213
Spin multiplicity: 1

=====

Question: The lowest DFT total energy belongs to which entry?
Answer: C18H38Cl14O2